Computed, not measured: a 10-piece molecular cluster, C54H56F2N6O18S2 overall, with the ωB97M-V functional and the def2-TZVPD basis.

Element x y z (Å)
O1 0.858 -0.479 -0.333
S1 0.257 -0.039 0.833
O2 1.050 0.698 1.802
O3 -0.912 0.922 0.281
C1 -1.640 1.680 1.287
C2 -2.639 2.565 0.595
C3 -0.903 -1.257 1.611
H1 -0.913 2.273 1.813
H2 -2.163 0.979 1.897
H3 -3.387 3.021 1.304
H4 -3.177 2.044 -0.211
H5 -2.120 3.362 0.029
H6 -1.554 -1.422 0.717
H7 -1.356 -0.951 2.526
H8 -0.346 -2.226 1.723
O4 -2.647 -3.606 3.014
S2 -3.388 -4.783 3.242
O5 -4.101 -5.447 2.206
O6 -2.475 -5.892 3.970
C4 -1.516 -5.293 4.868
C5 -0.802 -6.468 5.605
C6 -4.541 -4.433 4.496
H9 -1.987 -4.650 5.648
H10 -0.832 -4.652 4.309
H11 -0.376 -7.290 4.964
H12 -1.555 -6.869 6.243
H13 0.030 -6.142 6.273
H14 -5.165 -5.295 4.762
H15 -5.151 -3.664 4.049
H16 -4.007 -4.123 5.401
C7 -6.544 6.283 -3.219
C8 -6.566 6.429 -1.840
C9 -6.416 5.296 -1.024
C10 -6.350 4.053 -1.546
C11 -6.352 3.882 -2.946
C12 -6.472 5.027 -3.735
N1 -6.218 2.835 -0.678
O7 -5.689 1.833 -1.164
O8 -6.597 2.935 0.447
H17 -6.669 7.119 -3.887
H18 -6.654 7.382 -1.373
H19 -6.483 5.337 0.039
H20 -6.217 2.917 -3.322
H21 -6.420 4.920 -4.814
C13 5.429 0.620 0.169
C14 6.466 -0.295 0.111
C15 6.365 -1.500 -0.607
C16 5.127 -1.664 -1.290
C17 4.052 -0.733 -1.260
C18 4.274 0.456 -0.549
N2 4.913 -2.914 -2.110
O9 3.771 -3.360 -2.261
O10 5.852 -3.383 -2.690
H22 5.609 1.491 0.702
H23 7.433 -0.098 0.612
H24 7.162 -2.202 -0.702
H25 3.094 -0.968 -1.713
H26 3.520 1.193 -0.534
C19 1.916 -3.571 0.532
C20 2.847 -2.808 1.262
C21 2.988 -3.076 2.617
C22 2.407 -4.215 3.170
C23 1.511 -5.024 2.409
C24 1.224 -4.618 1.128
N3 2.615 -4.502 4.599
O11 2.032 -5.425 5.108
O12 3.304 -3.706 5.226
H27 1.764 -3.224 -0.534
H28 3.335 -1.981 0.758
H29 3.711 -2.490 3.142
H30 1.037 -5.885 2.897
H31 0.523 -5.250 0.579
C25 -0.800 -4.951 -1.908
C26 0.185 -4.377 -2.658
C27 0.205 -3.011 -2.985
C28 -0.801 -2.196 -2.492
C29 -1.844 -2.789 -1.724
C30 -1.809 -4.093 -1.424
N4 -1.063 -0.741 -2.972
O13 -2.109 -0.275 -2.590
O14 -0.197 -0.230 -3.690
H32 -0.914 -5.954 -1.622
H33 0.982 -4.907 -3.133
H34 0.874 -2.632 -3.778
H35 -2.685 -2.290 -1.285
H36 -2.491 -4.475 -0.667
C31 0.537 -2.177 6.569
C32 1.137 -1.337 5.629
C33 0.384 -0.309 5.062
C34 -0.868 -0.004 5.586
C35 -1.361 -0.693 6.639
C36 -0.690 -1.818 7.136
N5 -1.633 1.139 5.021
O15 -1.035 1.872 4.269
O16 -2.831 1.218 5.240
H37 1.111 -3.000 6.948
H38 2.085 -1.662 5.254
H39 0.840 0.341 4.300
H40 -2.353 -0.508 7.067
H41 -1.303 -2.453 7.744
C37 1.194 3.763 -3.903
C38 1.902 4.883 -3.598
C39 2.470 5.044 -2.326
C40 2.259 4.051 -1.374
C41 1.454 2.866 -1.749
C42 0.960 2.755 -2.962
N6 2.808 4.263 -0.031
O17 2.721 3.341 0.765
O18 3.511 5.283 0.210
H42 0.896 3.542 -4.934
H43 2.220 5.642 -4.323
H44 3.144 5.746 -2.042
H45 1.222 2.105 -0.950
H46 0.374 1.969 -3.294
F1 8.046 0.792 -3.744
C43 6.798 0.653 -4.130
C44 6.266 -0.589 -4.368
C45 4.887 -0.729 -4.552
C46 4.106 0.396 -4.667
C47 4.590 1.672 -4.475
C48 6.004 1.802 -4.238
H47 6.898 -1.465 -4.253
H48 4.443 -1.693 -4.540
H49 3.039 0.331 -4.822
H50 3.976 2.558 -4.502
H51 6.500 2.783 -4.180
F2 -2.687 7.554 -2.617
C49 -2.601 6.281 -3.103
C50 -2.570 5.228 -2.242
C51 -2.605 3.967 -2.740
C52 -2.632 3.769 -4.136
C53 -2.632 4.858 -5.005
C54 -2.557 6.157 -4.483
H52 -2.628 5.394 -1.179
H53 -2.862 3.103 -2.085
H54 -2.557 2.765 -4.469
H55 -2.592 4.732 -6.093
H56 -2.494 7.067 -5.037

Output
LUMO energy = -0.78 eV
Gap between HOMO and LUMO = 8.3 eV
SMILES = O=[N+]([O-])c1ccccc1.O=[N+]([O-])c1ccccc1.O=[N+]([O-])c1ccccc1.O=[N+]([O-])c1ccccc1.O=[N+]([O-])c1ccccc1.O=[N+]([O-])c1ccccc1.CCOS(C)(=O)=O.CCOS(C)(=O)=O.Fc1ccccc1.Fc1ccccc1
HOMO energy = -9.1 eV

=====

Computed, not measured: an isolated molecule of C16H30N2O4, with the ωB97M-V functional and the def2-TZVPD basis.

Element x y z (Å)
C1 -3.008 -2.293 -0.108
H1 -3.157 -3.356 -0.328
O1 -1.992 -2.096 0.853
C2 -0.629 -2.283 0.478
C3 -0.458 -3.376 -0.579
H2 -0.797 -3.026 -1.550
H3 -1.031 -4.253 -0.290
H4 0.585 -3.667 -0.656
C4 0.066 -2.672 1.787
H5 -0.257 -1.985 2.563
H6 -0.225 -3.681 2.064
H7 1.145 -2.615 1.701
C5 -0.025 -0.937 -0.053
N1 -0.008 0.051 1.034
C6 -1.211 0.839 0.817
C7 -1.316 2.206 1.460
H8 -0.501 2.843 1.111
H9 -1.243 2.123 2.545
C8 -2.671 2.792 1.054
H10 -2.770 3.801 1.460
C9 -2.850 2.839 -0.466
H11 -3.843 3.227 -0.701
H12 -2.116 3.528 -0.891
C10 -2.673 1.461 -1.109
C11 -1.304 0.947 -0.702
N2 -0.955 -0.400 -1.103
O2 -0.502 -0.475 -2.423
H13 0.111 0.263 -2.608
H14 -0.533 1.661 -1.062
H15 -2.755 1.532 -2.196
H16 -3.438 0.771 -0.752
H17 -3.463 2.177 1.488
H18 -2.017 0.192 1.178
O3 1.159 0.889 0.783
C12 2.165 0.054 0.281
O4 2.862 -0.576 1.328
H19 2.989 0.071 2.031
C13 1.438 -1.055 -0.502
H20 1.880 -2.008 -0.231
H21 1.528 -0.927 -1.579
C14 3.108 0.927 -0.579
C15 4.225 0.079 -1.179
H22 4.937 0.717 -1.698
H23 4.743 -0.455 -0.386
H24 3.836 -0.651 -1.885
C16 3.690 2.064 0.262
H25 2.892 2.606 0.764
H26 4.239 2.754 -0.374
H27 4.376 1.669 1.008
H28 2.501 1.364 -1.380
H29 -3.915 -1.905 0.355
H30 -2.808 -1.752 -1.034

Output
LUMO energy = 0.69 eV
Gap between HOMO and LUMO = 9.2 eV
SMILES = COC(C)(C)[C@]12C[C@@](O)(C(C)C)ON1[C@H]1CCCC[C@@H]1N2O
HOMO energy = -8.5 eV

=====

Computed, not measured: a 5-piece molecular cluster, C3H17NO4 overall, with the ωB97M-V functional and the def2-TZVPD basis.

Element x y z (Å)
C1 0.539 0.275 -0.870
C2 0.287 -1.221 -0.952
C3 0.842 -1.930 0.299
N1 -0.180 1.022 -1.929
H1 1.612 0.475 -0.942
H2 0.261 0.674 0.105
H3 0.626 -1.648 -1.893
H4 -0.797 -1.360 -0.924
H5 0.064 -2.190 1.014
H6 1.629 -1.350 0.778
H7 1.307 -2.881 0.024
H8 0.124 0.632 -2.812
H9 0.042 2.006 -1.879
H10 1.635 1.863 1.876
H11 2.937 1.157 1.574
O1 2.345 1.833 1.219
H12 0.254 1.315 3.627
H13 -0.371 0.510 2.460
O2 0.442 0.615 2.995
H14 -3.087 -0.724 -3.034
H15 -1.693 -0.168 -2.761
O3 -2.150 -0.931 -3.153
H16 -1.662 -0.121 0.838
H17 -2.223 -0.749 2.120
O4 -2.002 0.098 1.718

Output
LUMO energy = 0.51 eV
Gap between HOMO and LUMO = 10.2 eV
SMILES = CCCN.O.O.O.O
HOMO energy = -9.6 eV